# H18O9Y

H18O9Y as an isolated structure in a non-equilibrium geometry (the ωB97M-V functional and the def2-TZVPD basis, the OMol25 dataset).

Last column: Mulliken spin population.
Element x y z (Å)
1 Y -0.0601 -0.0033 0.0171  0.01
2 O 1.9087 -1.4874 0.9250  0.34
3 O 0.4860 0.4520 2.2590  0.21
4 O -0.8544 2.1701 0.6406  0.03
5 O 0.2112 1.4242 -1.9090  0.01
6 O 1.9690 1.3886 -0.0665  0.00
7 O -2.1218 -0.2053 1.3198  0.03
8 O -1.8583 -0.1831 -1.5036  0.02
9 O -0.6926 -2.3289 0.2187  0.16
10 O 1.1201 -1.2124 -1.7140  0.26
11 H -0.1107 -3.0768 0.3539  0.00
12 H 0.2711 -0.0397 3.0517  -0.01
13 H 0.1842 2.3806 -1.8841  0.00
14 H 2.6547 -1.0540 1.3397  -0.01
15 H -0.4521 3.0385 0.6534  0.00
16 H 1.7842 -1.9016 -1.7011  -0.01
17 H -2.6283 -0.7134 -1.2983  0.00
18 H 0.9100 -1.0989 -2.6409  -0.01
19 H 2.4617 1.8688 -0.7320  0.00
20 H -2.7044 0.5535 1.3499  0.00
21 H 2.6350 0.9067 0.4240  0.00
22 H -1.7241 2.3028 1.0179  0.00
23 H -1.5704 -2.7097 0.1912  -0.01
24 H 0.5637 1.3595 2.5533  -0.01
25 H -2.1175 0.3302 -2.2688  0.00
26 H 0.2867 1.2103 -2.8389  0.00
27 H -2.7092 -0.9604 1.3529  0.00
28 H 2.1575 -2.4110 0.8890  -0.01

Orbital gap (spin up / spin down) = 13.41 / 3.89 eV
ΔE to the lowest compared entry with this formula, charge and spin = 78.3 kJ/mol
Total charge = +4
Largest force on an atom = 1.66 eV/Å
Spin multiplicity = 2
Expectation value of S² = 0.7554


# H19O9

H19O9 as an isolated structure in a non-equilibrium geometry (the ωB97M-V functional and the def2-TZVPD basis, the OMol25 dataset).

Last column: natural (NBO) charge in e.
Element x y z (Å)
1 O -2.9404 1.0733 -0.2732  -0.94
2 O -0.9370 1.5204 2.3947  -0.94
3 O 1.3173 1.6773 -2.2273  -0.95
4 O 1.4704 0.7109 3.1503  -0.92
5 O -2.1163 -2.4142 -0.4871  -0.90
6 O -0.1548 -1.4497 0.9797  -0.84
7 O -0.2509 0.5383 -0.3544  -0.95
8 O 1.0738 -0.4728 -3.1518  -0.94
9 O 3.3184 -1.8538 0.4252  -0.98
10 H 1.3899 2.4112 -1.5396  0.49
11 H -3.4711 1.7804 -0.1021  0.48
12 H -2.8813 -2.6309 0.0675  0.49
13 H 0.3546 0.8530 -1.0615  0.55
14 H -0.8022 1.1571 0.2034  0.55
15 H -1.0695 2.2882 3.0532  0.49
16 H -0.0095 -0.4890 0.3887  0.51
17 H -3.4968 0.2822 -0.1507  0.47
18 H 0.4281 -1.9712 0.3075  0.52
19 H 3.5685 -1.9032 -0.5706  0.51
20 H 1.6783 0.1028 -3.5673  0.47
21 H -1.1788 -1.5460 0.6679  0.55
22 H 2.4341 -1.6521 0.7584  0.47
23 H 1.1923 2.2433 -3.0219  0.50
24 H 2.2692 0.1831 3.3164  0.46
25 H -2.5158 -1.9684 -1.0984  0.47
26 H 1.0949 -1.2310 -3.8261  0.47
27 H -1.8383 1.2911 2.2947  0.46
28 H 2.0730 1.4697 3.4242  0.46

Orbital gap = 10.79 eV
ΔE to the lowest compared entry with this formula, charge and spin = 443.7 kJ/mol
Total charge = +1
Largest force on an atom = 8.51 eV/Å


# H2

A 2-piece molecular cluster, H2 overall (the ωB97M-V functional and the def2-TZVPD basis, the OMol25 dataset).

Last column: Mulliken spin population.
Element x y z (Å)
1 H 0.4870 0.5567 0.2787  0.50
2 H -0.4870 -0.5567 -0.2787  0.50

Orbital gap (spin up / spin down) = 9.99 / 9.33 eV
ΔE to the lowest compared entry with this formula, charge and spin = 65.7 kJ/mol
Total charge = -1
Largest force on an atom = 0.49 eV/Å
Spin multiplicity = 2
Expectation value of S² = 0.7533


# H2

A 2-piece molecular cluster, H2 overall in a non-equilibrium geometry (the ωB97M-V functional and the def2-TZVPD basis, the OMol25 dataset).

Last column: Löwdin charge in e.
Element x y z (Å)
1 H 0.6507 -0.2882 -0.3591  0.00
2 H -0.6507 0.2882 0.3591  0.00

Orbital gap = 10.34 eV
ΔE to the lowest compared entry with this formula, charge and spin = 343.7 kJ/mol
Largest force on an atom = 4.16 eV/Å


# H20KrO10

H20KrO10 as an isolated structure (the ωB97M-V functional and the def2-TZVPD basis, the OMol25 dataset).

Last column: natural (NBO) charge in e.
Element x y z (Å)
1 Kr -0.2166 0.0080 -0.2585  0.00
2 O 2.5324 0.8230 -3.0716  -0.96
3 O -2.7221 -2.5738 1.7465  -0.96
4 O -0.4730 3.3524 1.4619  -0.94
5 O 1.9610 -3.0597 -0.8475  -0.96
6 O -2.8577 1.6858 1.1898  -0.97
7 O -3.5865 0.4975 -1.4389  -0.96
8 O -0.3457 -1.6659 2.9745  -0.96
9 O 3.2008 0.2543 -0.4785  -0.95
10 O -1.4875 1.2375 -3.1283  -0.95
11 O 2.0809 -1.5529 1.4074  -0.96
12 H 2.6918 -0.9377 1.0018  0.49
13 H 1.9374 -2.5617 -1.6646  0.45
14 H 1.9096 -2.3956 -0.1601  0.48
15 H -1.9051 -2.2281 2.1058  0.49
16 H 2.2361 -0.0860 -3.1183  0.47
17 H 2.7450 0.9590 -2.1483  0.48
18 H -3.0994 0.6988 -2.2379  0.48
19 H -2.0517 1.9914 -3.3001  0.47
20 H -0.0421 3.8916 0.7987  0.47
21 H 2.6238 -2.0775 1.9959  0.49
22 H -3.8469 -0.4180 -1.5408  0.48
23 H 0.3958 -1.4917 2.3949  0.50
24 H -1.9791 2.0635 1.2292  0.47
25 H -3.1907 -2.9200 2.5059  0.46
26 H -2.9144 1.3006 0.3153  0.49
27 H -0.5984 1.5701 -3.2512  0.49
28 H -0.2522 -1.0282 3.6822  0.47
29 H 0.0148 3.5266 2.2668  0.47
30 H 3.1237 1.1264 -0.0916  0.49
31 H 4.1161 0.0106 -0.3405  0.49

Orbital gap = 9.32 eV
ΔE to the lowest compared entry with this formula, charge and spin = 100.7 kJ/mol
Largest force on an atom = 0.83 eV/Å


# H20NO8

A 9-piece molecular cluster, H20NO8 overall in a non-equilibrium geometry (the ωB97M-V functional and the def2-TZVPD basis, the OMol25 dataset).

Last column: natural (NBO) charge in e.
Element x y z (Å)
1 O -0.8447 -2.6125 1.6313  -0.96
2 O 2.6040 -2.3030 -0.2385  -0.97
3 O -3.4603 -0.6293 1.0187  -0.95
4 O 0.6294 1.7727 -2.8899  -0.97
5 O -2.1827 1.8629 -0.7329  -0.96
6 O 1.7811 -0.8710 1.9903  -0.96
7 O -1.5902 1.0388 1.7825  -0.96
8 O 2.6821 0.9479 -1.3049  -0.97
9 N -0.2135 -0.2946 -0.8221  -0.84
10 H -1.7030 2.6442 -0.9439  0.49
11 H -0.7064 0.0467 -1.5755  0.45
12 H 3.1706 -2.9541 0.2818  0.50
13 H -1.2360 -1.9161 2.1742  0.48
14 H 0.7956 2.6704 -2.9130  0.48
15 H 0.2231 0.5242 -0.4210  0.44
16 H -1.4713 1.7726 1.1571  0.46
17 H -3.0144 2.1722 -0.3479  0.49
18 H -0.8387 -0.6384 -0.0978  0.47
19 H 2.2477 -0.0782 2.0769  0.46
20 H 0.0869 -2.6600 1.8088  0.48
21 H 2.2617 -1.2900 1.2501  0.48
22 H 0.4820 -0.9824 -0.9716  0.45
23 H 2.4733 1.5669 -0.5632  0.49
24 H 1.3480 1.2999 -2.5500  0.48
25 H 3.5508 1.1572 -1.5404  0.50
26 H -4.1950 -1.1495 1.3109  0.50
27 H 3.2811 -1.7722 -0.7110  0.49
28 H -2.2400 0.4727 1.4017  0.47
29 H -3.9212 0.2017 0.7392  0.47

Orbital gap = 10.77 eV
ΔE to the lowest compared entry with this formula, charge and spin = 152.5 kJ/mol
Total charge = +1
Largest force on an atom = 3.86 eV/Å


# H20NeO10

H20NeO10 as an isolated structure in a non-equilibrium geometry (the ωB97M-V functional and the def2-TZVPD basis, the OMol25 dataset).

Last column: natural (NBO) charge in e.
Element x y z (Å)
1 Ne 0.6201 -0.4197 0.2205  0.00
2 O -1.8479 -1.6993 1.6809  -0.96
3 O 2.4710 2.0519 0.3991  -0.99
4 O -2.1904 2.3019 0.6808  -0.96
5 O 0.4375 -1.2598 2.9889  -0.98
6 O -2.4646 0.8231 -1.9162  -0.94
7 O 0.8789 -3.0680 -1.3147  -0.94
8 O -1.7385 -2.1293 -1.1335  -0.97
9 O 0.2283 3.4186 -0.8080  -0.98
10 O 2.6729 -0.1061 2.2111  -0.97
11 O 2.0836 1.0956 -2.1765  -0.95
12 H -2.5746 1.5139 -2.5696  0.48
13 H 0.9625 2.9546 -0.4057  0.49
14 H -3.3486 0.4849 -1.7734  0.47
15 H 1.9310 -0.7054 2.2931  0.50
16 H -2.2167 1.7202 -0.0789  0.49
17 H 1.7660 0.7881 -3.0255  0.48
18 H 2.2120 1.5425 -0.3688  0.47
19 H -3.0629 2.2305 1.0681  0.46
20 H -0.5138 3.2404 -0.2302  0.48
21 H 3.2898 -0.5646 1.6406  0.46
22 H -0.4349 -1.3426 2.6037  0.50
23 H -2.0327 -1.3801 0.7976  0.51
24 H 1.6486 -2.6066 -1.6478  0.48
25 H -2.6802 -1.6143 2.1459  0.47
26 H 0.2825 -0.8837 3.8553  0.47
27 H -1.8954 -2.9870 -0.7388  0.47
28 H 3.0371 1.0926 -2.2616  0.47
29 H 2.5334 1.4079 1.1045  0.50
30 H 0.7436 -3.7863 -1.9327  0.48
31 H -0.7975 -2.1139 -1.3080  0.50

Orbital gap = 9.81 eV
ΔE to the lowest compared entry with this formula, charge and spin = 43.5 kJ/mol
Largest force on an atom = 1.12 eV/Å


# H20O10

A 10-piece molecular cluster, H20O10 overall in a non-equilibrium geometry (the ωB97M-V functional and the def2-TZVPD basis, the OMol25 dataset).

Last column: natural (NBO) charge in e.
Element x y z (Å)
1 O -0.2001 0.6146 -0.2563  -0.92
2 O -2.5987 2.8868 1.5525  -0.93
3 O 3.4037 -0.7829 -0.8824  -0.95
4 O -4.9607 -1.8565 -1.6367  -0.95
5 O 2.0494 3.1328 -1.5766  -0.92
6 O 0.4708 -1.1381 2.1320  -0.91
7 O -2.0645 -1.7438 1.5969  -0.94
8 O 2.9163 -3.4050 -0.6646  -0.95
9 O 3.0347 1.2260 1.2864  -0.96
10 O -1.9543 1.0511 -1.5476  -0.95
11 H -1.9836 3.6120 1.2336  0.47
12 H 0.7340 -0.3326 1.7812  0.45
13 H -4.6409 -1.8260 -0.6730  0.48
14 H 1.7744 2.5211 -0.9374  0.47
15 H 2.9116 0.2894 1.2449  0.47
16 H -0.5822 -0.0193 -0.8020  0.48
17 H 2.8623 2.6866 -1.8521  0.45
18 H -2.9397 -1.4855 2.0188  0.47
19 H -3.4156 3.1811 1.1668  0.46
20 H 1.9556 -3.6710 -0.4867  0.46
21 H 2.7694 -2.5897 -1.2061  0.48
22 H -2.6376 1.7056 -1.7747  0.47
23 H -5.7050 -1.2156 -1.7326  0.47
24 H -2.1324 0.8555 -0.5932  0.49
25 H 4.1014 -0.9103 -1.5894  0.49
26 H 0.5001 -1.7134 1.3316  0.46
27 H 0.6915 0.2438 0.0924  0.44
28 H -1.7533 -2.5136 2.0384  0.47
29 H 3.8258 1.3614 1.9169  0.49
30 H 2.8924 -0.0592 -1.2064  0.47

Orbital gap = 10.82 eV
ΔE to the lowest compared entry with this formula, charge and spin = 493.9 kJ/mol
Largest force on an atom = 5.99 eV/Å
SMILES string = O.O.O.O.O.O.O.O.O.O


# H20O10

A 10-piece molecular cluster, H20O10 overall in a non-equilibrium geometry (the ωB97M-V functional and the def2-TZVPD basis, the OMol25 dataset).

Last column: natural (NBO) charge in e.
Element x y z (Å)
1 O -0.9285 -2.4957 -2.5855  -1.01
2 O -0.5114 0.7573 0.4490  -1.27
3 O -0.5515 -0.2116 2.8878  -0.75
4 O -1.3986 1.5824 -1.8748  -1.05
5 O 2.7286 0.2522 1.8397  -0.98
6 O 0.7819 -0.2823 -3.1216  -0.97
7 O -1.8635 -1.5306 -0.1756  -0.98
8 O 1.4826 2.5339 0.5782  -0.96
9 O 2.3899 -1.8922 0.0350  -0.97
10 O -2.0765 2.8433 1.1795  -0.97
11 H 2.6412 -0.4707 1.3164  0.48
12 H -0.4569 -0.0143 1.9726  0.56
13 H -0.9063 1.0926 -2.7335  0.49
14 H 1.9011 2.2289 -0.4131  0.49
15 H -0.8739 -3.4982 -2.6370  0.49
16 H 2.9554 -2.4572 0.6935  0.49
17 H -0.1548 0.3805 3.5149  0.55
18 H -1.2036 -2.1141 -1.7142  0.52
19 H -1.1719 1.2173 -0.8922  0.50
20 H -2.8234 -1.5575 0.0660  0.49
21 H -0.0332 0.0766 -0.1507  0.48
22 H 0.2630 -1.0470 -2.8842  0.49
23 H -1.4869 -0.2226 3.0552  0.54
24 H -1.6919 3.4027 1.9744  0.46
25 H 2.1771 0.9819 1.5871  0.48
26 H -1.5777 -0.7526 0.2763  0.49
27 H 1.3333 -0.5785 -3.8032  0.47
28 H -1.3771 2.2166 0.8633  0.50
29 H 1.5195 -2.2790 -0.1212  0.49
30 H 0.9139 1.8380 0.8178  0.47

Orbital gap = 7.76 eV
ΔE to the lowest compared entry with this formula, charge and spin = 661.5 kJ/mol
Largest force on an atom = 5.76 eV/Å


Which formula does entry 7 have? H20NeO10